DFT (ωB97M-V/def2-TZVPD) results for C21H53N5O8S3 as an isolated structure in a non-equilibrium geometry.

Each line ends with the Löwdin charge.
Positions of all 90 atoms, in Å:
C (2.346, 2.108, -0.805)  -0.14
C (3.753, 1.829, -0.399)  -0.54
O (4.686, 2.342, -0.926)  0.10
N (3.887, 0.839, 0.501)  0.03
C (5.146, 0.327, 1.056)  -0.04
H (1.703, 1.468, -0.201)  -0.03
H (2.270, 2.036, -1.890)  -0.01
H (2.059, 3.127, -0.544)  0.10
H (3.017, 0.439, 0.820)  0.05
H (5.112, -0.757, 1.165)  0.08
H (5.413, 0.820, 1.991)  0.08
H (5.972, 0.481, 0.361)  0.09
C (1.696, -0.174, 2.461)  -0.01
C (0.887, -1.307, 3.017)  -0.51
O (-0.104, -1.149, 3.726)  -0.04
N (1.371, -2.559, 2.881)  0.03
C (1.029, -3.741, 3.686)  -0.06
H (2.409, -0.487, 1.698)  0.08
H (2.119, 0.204, 3.391)  0.15
H (1.011, 0.598, 2.112)  -0.02
H (2.274, -2.579, 2.429)  0.13
H (1.907, -3.987, 4.284)  0.08
H (0.742, -4.566, 3.035)  0.07
H (0.259, -3.520, 4.425)  0.09
C (-1.519, -4.088, -2.309)  0.05
C (-1.598, -2.572, -2.276)  -0.51
O (-0.672, -1.842, -1.928)  -0.25
N (-2.734, -2.069, -2.752)  0.07
C (-2.909, -0.642, -3.117)  -0.05
H (-2.074, -4.517, -3.144)  0.09
H (-1.763, -4.498, -1.329)  0.09
H (-0.460, -4.330, -2.402)  0.08
H (-3.480, -2.706, -2.990)  0.15
H (-1.982, -0.084, -2.982)  0.05
H (-3.621, -0.208, -2.415)  0.10
H (-3.268, -0.639, -4.146)  0.10
C (-2.662, -3.823, 2.197)  0.03
C (-3.339, -2.423, 1.919)  -0.56
O (-4.294, -2.419, 1.269)  0.05
N (-3.137, -1.230, 2.586)  0.05
C (-1.876, -0.762, 2.989)  -0.23
H (-3.178, -4.204, 3.078)  0.08
H (-1.622, -3.690, 2.495)  0.04
H (-2.847, -4.590, 1.444)  0.07
H (-3.743, -0.637, 2.037)  0.12
H (-1.857, -1.095, 4.027)  0.11
H (-1.860, 0.327, 2.961)  0.11
H (-1.005, -1.104, 2.429)  0.00
C (1.198, 2.252, 1.926)  0.02
C (-0.083, 3.083, 1.816)  -0.55
O (-0.120, 4.330, 1.771)  0.00
N (-1.166, 2.342, 1.670)  -0.02
C (-2.590, 2.694, 1.338)  -0.02
H (1.049, 1.287, 2.410)  -0.02
H (1.823, 2.934, 2.503)  0.13
H (1.665, 2.169, 0.944)  0.04
H (-1.036, 1.341, 1.687)  0.02
H (-2.578, 3.380, 0.491)  0.07
H (-3.153, 3.299, 2.048)  0.08
H (-3.135, 1.769, 1.148)  0.07
C (0.473, 4.363, -2.040)  -0.15
S (-0.132, 2.640, -1.781)  1.01
O (-0.296, 2.683, -0.207)  -0.56
C (-1.870, 2.820, -2.366)  -0.20
H (-0.402, 4.937, -2.346)  0.06
H (1.332, 4.475, -2.701)  0.07
H (0.737, 4.627, -1.016)  0.06
H (-2.555, 3.450, -1.800)  0.07
H (-2.418, 1.882, -2.275)  0.01
H (-1.916, 2.937, -3.449)  0.07
C (0.916, -0.179, -0.583)  -0.31
S (-0.648, -0.799, 0.235)  1.14
O (-0.612, -0.066, 1.590)  -0.66
C (-1.790, 0.313, -0.655)  -0.23
H (1.680, -0.939, -0.420)  0.04
H (1.327, 0.647, -0.001)  -0.01
H (0.718, -0.214, -1.654)  -0.03
H (-1.906, 0.140, -1.725)  -0.03
H (-1.495, 1.331, -0.400)  0.00
H (-2.726, 0.150, -0.120)  0.07
C (0.882, -1.573, -3.282)  -0.21
S (2.343, -0.800, -2.443)  0.89
O (3.631, -1.331, -2.980)  -0.50
C (1.939, 0.964, -3.035)  -0.26
H (1.029, -1.466, -4.357)  0.07
H (-0.044, -1.019, -3.127)  0.05
H (0.745, -2.625, -3.033)  0.07
H (1.898, 0.754, -4.104)  0.07
H (2.797, 1.625, -2.909)  0.07
H (1.027, 1.446, -2.682)  -0.06

ΔE to the lowest compared entry with this formula, charge and spin: 2067.8 kJ/mol
HOMO: -7.004 eV
Charge: 0
Gap between HOMO and LUMO: 6.84 eV

***

DFT (ωB97M-V/def2-TZVPD) results for a 8-piece molecular cluster, C21H54BCl2F4NO10 overall in a non-equilibrium geometry.

Each line ends with the Löwdin charge.
Positions of all 93 atoms, in Å:
C (-1.497, -7.046, -0.618)  -0.11
C (-0.442, -6.021, -0.208)  -0.24
C (-0.293, -4.979, -1.358)  -0.18
C (0.421, -3.663, -1.009)  -0.09
N (0.607, -2.717, -2.194)  -0.23
C (1.272, -1.385, -1.659)  -0.06
C (2.738, -1.750, -1.570)  -0.19
C (3.085, -2.779, -2.591)  -0.13
C (1.687, -3.105, -3.221)  -0.06
C (-0.666, -2.354, -2.897)  0.01
H (-1.736, -7.693, 0.226)  0.08
H (-1.038, -7.747, -1.316)  0.08
H (-2.455, -6.641, -0.943)  0.08
H (0.492, -6.555, -0.033)  0.11
H (-0.690, -5.514, 0.725)  0.11
H (-1.243, -4.843, -1.874)  0.11
H (0.452, -5.535, -1.928)  0.11
H (1.390, -3.931, -0.589)  0.14
H (-0.109, -3.064, -0.269)  0.14
H (1.072, -0.564, -2.347)  0.14
H (0.811, -1.121, -0.708)  0.11
H (3.380, -0.881, -1.713)  0.11
H (3.151, -1.992, -0.591)  0.12
H (3.822, -2.459, -3.328)  0.12
H (3.539, -3.650, -2.119)  0.12
H (1.587, -2.494, -4.118)  0.14
H (1.601, -4.179, -3.388)  0.13
H (-0.569, -1.529, -3.602)  0.11
H (-1.510, -2.334, -2.208)  0.11
H (-0.775, -3.213, -3.560)  0.10
B (-0.555, 1.151, 0.486)  -1.39
F (0.710, 1.492, 0.880)  0.16
F (-0.707, -0.145, 0.967)  0.15
F (-1.570, 1.967, 0.924)  0.15
F (-0.623, 1.227, -0.903)  0.14
C (3.175, 0.011, 3.072)  -0.25
C (3.092, -1.447, 3.405)  -0.29
O (4.066, -1.822, 4.292)  -0.04
O (4.378, 0.237, 2.382)  -0.06
H (3.093, 0.613, 3.977)  0.13
H (2.348, 0.300, 2.424)  0.09
H (3.135, -2.068, 2.511)  0.12
H (2.152, -1.698, 3.898)  0.12
H (3.944, -1.337, 5.112)  0.10
H (4.137, 0.354, 1.460)  0.03
C (3.753, 2.442, -0.124)  -0.18
C (4.494, 3.125, 1.015)  -0.29
O (5.029, 4.334, 0.646)  -0.04
O (3.225, 1.105, 0.000)  -0.09
H (4.400, 2.433, -1.001)  0.13
H (2.937, 3.128, -0.353)  0.11
H (5.324, 2.488, 1.321)  0.12
H (3.838, 3.306, 1.867)  0.12
H (5.693, 4.540, 1.307)  0.10
H (2.271, 1.125, 0.111)  0.05
C (-4.485, -0.139, 0.122)  -0.20
C (-4.649, 1.090, 1.019)  -0.18
O (-3.886, 1.078, 2.246)  -0.03
O (-3.242, -0.159, -0.510)  -0.06
H (-5.235, -0.072, -0.666)  0.12
H (-4.665, -1.058, 0.680)  0.14
H (-5.683, 1.236, 1.330)  0.13
H (-4.248, 1.954, 0.489)  0.11
H (-2.994, 1.288, 1.960)  0.04
H (-2.636, -0.039, 0.224)  0.07
C (-3.994, 0.879, -3.604)  -0.13
C (-3.815, 2.429, -3.433)  -0.08
O (-3.419, 2.733, -2.090)  0.10
O (-2.891, 0.139, -3.129)  0.02
H (-4.122, 0.663, -4.665)  0.14
H (-4.903, 0.504, -3.132)  0.14
H (-4.795, 2.894, -3.548)  0.14
H (-3.102, 2.824, -4.156)  0.16
H (-2.659, 2.187, -1.876)  0.09
H (-2.943, -0.107, -2.202)  0.04
C (0.003, 2.445, 3.684)  -0.21
C (-0.579, 2.768, 5.125)  -0.20
O (-1.113, 4.092, 5.093)  -0.08
O (0.096, 1.023, 3.593)  -0.08
H (0.987, 2.890, 3.538)  0.12
H (-0.667, 2.874, 2.939)  0.09
H (0.235, 2.816, 5.849)  0.12
H (-1.323, 2.020, 5.400)  0.12
H (-1.904, 4.162, 4.554)  0.08
H (0.330, 0.819, 2.684)  0.02
Cl (0.794, 5.731, -1.712)  0.56
C (-0.403, 4.489, -1.210)  -0.65
C (-1.487, 5.016, -0.307)  -0.68
Cl (-2.801, 5.905, -1.067)  0.62
H (0.197, 3.794, -0.622)  0.05
H (-0.772, 3.951, -2.083)  0.06
H (-1.116, 5.564, 0.560)  0.09
H (-1.932, 4.196, 0.256)  0.05

Spin multiplicity: 2
HOMO (spin up / spin down): -10.940 / -10.940 eV
Charge: +1
Gap between HOMO and LUMO (spin up / spin down): 8.44 / 1.79 eV

***

Calculated E_tot in order - -78948.3863; -81202.7109 eV